Density functional theory data (ωB97M-V/def2-TZVPD) for 2 unconnected molecules or ions with the total composition C3H13N2S.

Geometry as XYZ:
```
19
Properties=species:S:1:pos:R:3:mulliken_charge:R:1
H -0.05725 -1.39564 0.60590 0.283
C 0.14759 -0.15045 -2.59695 -0.847
H 0.78147 0.67238 -2.91139 0.321
H -0.27744 -0.60644 -3.48837 0.351
C 0.71290 0.42285 1.46579 -0.866
S 0.91080 -1.93177 2.75920 -0.192
H -0.41607 1.03183 -0.25154 0.289
C -0.01149 -0.90107 1.57348 -0.440
H -1.40498 1.09920 -2.11561 0.284
N -0.10441 1.43609 0.71584 -0.174
N -0.88738 0.34294 -1.67058 -0.703
H 0.75705 -0.89377 -2.09125 0.284
H 0.45499 2.27362 0.55586 0.386
H -0.94235 1.67593 1.24870 0.391
H 0.91620 0.82923 2.45401 0.495
H -1.03106 -0.74340 1.94510 0.368
H 1.65524 0.31710 0.94262 0.347
H 0.37251 -3.09157 2.37301 0.165
H -1.57633 -0.38706 -1.51383 0.260
```

For the energy relative to the best compared isomer or geometry (same formula, charge and spin), the calculation gives 0.00 kcal/mol. As for the energy: -17131.07981 eV. The strongest force on any atom is 0.0084 hartree/bohr. The charge is +1. Its spin multiplicity is 1.

***

Density functional theory data (ωB97M-V/def2-TZVPD) for 4 unconnected molecules or ions with the total composition C33H43Br2NO11 at a distorted geometry.

Geometry as XYZ:
```
90
Properties=species:S:1:pos:R:3:mulliken_charge:R:1
H 3.42503 -0.42665 -4.58686 0.267
H 1.12509 -3.80997 0.99244 0.308
H 3.46473 -2.23637 -0.28128 0.323
C 1.77680 -3.54777 0.14965 0.137
C 3.38651 4.69693 6.72731 -0.678
H 2.30225 -1.60113 0.89483 0.224
H -0.65169 2.89926 7.44258 0.329
H 0.50661 2.84033 4.28447 0.185
C 2.82107 -2.50712 0.56457 -0.325
H -0.13344 2.54356 -2.36629 0.249
C -2.70308 -2.06323 1.97581 0.256
O 0.32620 0.36412 -3.55868 -0.197
C -3.40135 -3.78895 -1.96515 -0.761
H 3.24459 3.65321 7.01968 0.287
C -0.06048 5.14425 -1.51296 -0.457
C -3.32199 -2.94299 0.71287 0.369
H -5.78633 -5.00080 -6.70775 0.287
C -2.64128 -2.86938 -0.79301 -0.136
H 3.16995 0.52773 -2.88065 0.249
H 2.86204 3.62297 4.62153 0.344
H -0.89165 0.45896 5.19184 0.259
C -0.76517 -0.16151 2.83759 -0.561
C -1.40242 -1.10937 1.61870 0.272
O -1.10242 4.34778 -2.08582 -0.412
C -3.38569 -2.13274 3.49840 0.117
C 0.05398 6.49869 -2.21866 -0.505
C -1.38797 -0.21261 4.35327 -0.205
O 2.39799 -4.71461 -0.39768 -0.413
H 3.42662 5.30812 7.63333 0.242
O 1.19669 1.29477 -5.71742 -0.561
H 1.48389 -0.87813 -2.24658 0.077
C -0.54352 6.45224 -4.51149 -0.736
H 0.89670 4.60893 -1.53073 0.294
O 0.99208 2.54117 6.24207 -0.370
C -0.69624 -1.03201 0.10456 0.829
H -0.85264 7.49810 -4.60008 0.335
H 4.33320 4.80629 6.19014 0.321
H 0.13026 3.74425 -3.66691 0.370
H 3.66194 1.46631 -4.46331 0.319
H 5.52099 -2.58142 1.01404 0.312
Br -2.89581 -6.38674 -5.31308 -0.105
H -4.26756 -4.46879 -7.85226 0.285
O -3.81819 -5.52476 4.35603 -0.467
H 0.79893 7.10644 -1.69530 0.360
H -4.35477 -4.45397 -1.73812 0.356
C 0.75646 3.44745 5.16036 -0.224
H -0.90012 7.03968 -2.19060 0.317
C -5.02979 -4.16366 -7.01813 -0.919
H 1.81083 4.88689 3.96156 0.352
H -0.92609 -2.75336 -4.89762 0.230
C -0.64961 -1.87617 -2.63098 0.420
C -1.30965 -1.91972 -1.13093 0.464
H 5.33584 -3.96223 2.11659 0.255
C -2.70098 -1.19088 4.67386 -0.359
N -4.59927 -2.96001 3.85907 -0.478
H 1.43557 -6.21827 0.64358 0.320
C -2.73084 -3.70661 -3.47219 0.257
C -1.38067 -2.77680 -3.80363 -0.475
C -4.27997 -3.65259 -5.65285 0.283
C -0.59528 3.34126 -2.95545 -0.717
O 2.31721 5.17191 5.91644 -0.370
O 0.51369 6.34379 -3.56463 -0.377
H 0.83094 2.39023 8.27876 0.267
O -4.40493 -3.74578 0.89805 -0.662
H -3.14692 -1.17728 5.77678 0.290
Br -4.63775 -1.72763 -5.09387 -0.128
C -4.21573 -4.25153 4.17660 0.743
H -0.17022 6.11506 -5.48213 0.252
O 3.60029 -2.96821 1.67291 -0.401
C 1.42743 0.75992 -4.48885 0.606
H -0.10131 4.09739 5.37387 0.351
H -5.68293 -3.26081 -7.43545 0.309
H -1.43379 2.91981 -3.51696 0.321
C 0.43685 3.00738 7.46696 -0.797
C 3.03084 0.56438 -4.06555 -0.780
H 4.82405 -4.12096 0.42505 0.322
H 1.14887 -3.12124 -0.63901 -0.145
C 2.43690 -5.79144 0.53233 -0.775
H 0.14886 0.54244 2.54091 0.264
C 0.67237 -1.00895 -3.07922 -0.373
O 0.36036 -0.19314 0.02018 -0.693
H 0.70071 4.04988 7.66502 0.347
C 4.88484 -3.43305 1.27243 -0.735
C 2.00774 4.27301 4.84667 -0.580
H -0.32969 5.31552 -0.46546 0.388
H 1.13874 -1.55376 -4.02991 0.529
H -1.40304 5.83440 -4.23736 0.308
C -3.34921 -4.50191 -4.80752 -0.473
H 3.10310 -6.56247 0.13625 0.262
H 2.81482 -5.47531 1.50849 0.331
```

For the energy relative to the best compared isomer or geometry (same formula, charge and spin), the calculation gives 285.62 kcal/mol. As for the energy: -198986.45696 eV. As for the SMILES: CC(=O)OCc1cc(/C(Br)=C(/C)Br)cc2c1C(=O)c1cccc(N=C=O)c1C2=O.COCCOC.COCCOC.COCCOC. The strongest force on any atom is 0.2199 hartree/bohr. The charge is 0. Its spin multiplicity is 1.